Record 1
98
Properties=species:S:1:pos:R:3 method="wB97M-V/def2-TZVPD" homo_lumo_gap_ev="5.41 / 5.20" homo_energy_ev="-10.02 / -9.91" fmax_ev_per_a=2.5 multiplicity=2 s_squared=0.816 total_charge=+1 total_energy_ha=-4428.41677 e_lumo_ha="-0.169 / -0.173"
Re 0.10 0.04 0.37
I -1.76 8.27 -4.18
C -1.72 6.47 -3.08
C -2.84 5.66 -3.01
C -2.80 4.47 -2.31
C -1.64 4.07 -1.65
C -0.53 4.91 -1.69
C -0.56 6.10 -2.40
C -1.49 2.78 -0.95
C -1.67 1.57 -1.64
C -2.29 1.41 -2.92
C -2.23 0.09 -3.24
C -1.50 -0.56 -2.21
C -1.04 -1.88 -2.30
C -1.60 -2.73 -3.38
C -2.78 -3.43 -3.12
C -3.33 -4.26 -4.07
C -2.70 -4.40 -5.30
I -3.52 -5.70 -6.75
C -1.55 -3.69 -5.58
C -1.00 -2.86 -4.62
C -0.14 -2.47 -1.41
N 0.33 -1.90 -0.26
C 0.98 -2.89 0.43
C 1.21 -2.87 1.81
C 2.02 -3.97 2.39
C 1.48 -5.21 2.69
C 2.30 -6.23 3.17
C 3.65 -6.01 3.32
I 4.91 -7.58 3.96
C 4.20 -4.76 3.04
C 3.38 -3.75 2.60
C 0.64 -1.92 2.67
C 0.51 -2.07 4.08
C -0.25 -1.04 4.53
C -0.54 -0.20 3.41
N -0.01 -0.77 2.28
C -1.17 1.05 3.49
C -1.19 1.98 2.46
C -1.71 3.32 2.54
C -1.66 3.85 1.30
C -1.19 2.81 0.42
N -0.80 1.74 1.16
C -2.01 1.33 4.69
C -1.61 2.09 5.78
C -2.48 2.29 6.84
C -3.75 1.75 6.81
I -5.07 2.04 8.43
C -4.17 1.01 5.72
C -3.30 0.80 4.66
C 1.05 -4.07 -0.38
C 0.34 -3.82 -1.50
N -1.21 0.34 -1.22
H -3.75 5.96 -3.52
H -3.70 3.87 -2.24
H 0.38 4.63 -1.16
H 0.31 6.74 -2.43
H -2.72 2.21 -3.49
H -2.60 -0.40 -4.12
H -3.26 -3.32 -2.15
H -4.23 -4.81 -3.86
H -1.07 -3.79 -6.54
H -0.09 -2.32 -4.84
H 0.43 -5.39 2.55
H 1.87 -7.19 3.41
H 5.26 -4.59 3.17
H 3.80 -2.78 2.40
H 0.94 -2.88 4.64
H -0.54 -0.83 5.54
H -2.08 3.77 3.44
H -1.98 4.82 0.97
H -0.62 2.51 5.81
H -2.16 2.87 7.69
H -5.17 0.60 5.68
H -3.63 0.22 3.81
H 1.54 -4.98 -0.10
H 0.13 -4.48 -2.32
S 2.44 0.49 1.15
C 3.68 -0.34 0.29
S 3.65 -1.93 -0.19
C 4.83 0.48 -0.03
C 6.15 -0.02 -0.10
N 7.23 -0.40 -0.15
C 4.57 1.71 -0.49
N 4.24 2.76 -0.92
N 3.07 3.03 -3.33
C 2.32 1.86 -3.83
C 1.97 0.88 -2.70
N 1.30 1.50 -1.56
H 3.73 3.34 -4.04
H 3.91 2.98 -1.89
H 2.44 3.80 -3.15
H 2.95 1.32 -4.54
H 1.40 2.17 -4.35
H 2.87 0.37 -2.35
H 1.30 0.12 -3.12
H 0.56 2.10 -1.90
H 1.96 2.10 -1.06


Record 2
102
Properties=species:S:1:pos:R:3 method="wB97M-V/def2-TZVPD" homo_lumo_gap_ev="4.98 / 4.82" homo_energy_ev="-7.12 / -7.45" fmax_ev_per_a=3.9 multiplicity=4 s_squared=4.186 total_energy_ha=-3780.70695 e_lumo_ha="-0.079 / -0.097"
Tc -1.15 -0.29 0.40
C -1.97 -1.67 7.05
C -0.77 -0.98 7.12
C -0.13 -0.54 5.93
C -0.78 -0.66 4.67
C -0.29 -0.37 3.37
N 0.98 0.03 3.13
C 1.37 0.26 1.88
C 2.73 0.62 1.55
C 3.68 1.32 2.31
C 4.97 1.38 1.89
C 5.25 0.77 0.68
C 4.31 0.28 -0.23
C 2.99 0.24 0.23
C 1.63 -0.02 -0.43
N 1.44 1.28 -1.15
C -0.20 0.56 -2.64
N -1.12 0.14 -1.70
C -2.28 -0.27 -2.35
N -3.47 -0.58 -1.84
C -3.78 -1.04 -0.66
N -2.99 -1.17 0.48
C -3.95 -1.42 1.49
N -3.66 -1.43 2.78
C -2.44 -1.18 3.23
N -1.35 -0.64 2.52
C -2.06 -1.19 4.63
C -2.67 -1.66 5.83
C -5.29 -1.59 0.95
C -6.58 -1.84 1.44
C -7.64 -1.90 0.57
C -7.52 -1.70 -0.81
C -6.25 -1.43 -1.28
C -5.12 -1.44 -0.41
C -2.13 -0.03 -3.79
C -3.01 -0.17 -4.87
C -2.48 -0.15 -6.18
C -1.13 -0.05 -6.40
C -0.23 0.17 -5.32
C -0.77 0.25 -3.98
N 0.71 -0.08 0.71
H -2.50 -2.18 7.84
H -0.35 -0.90 8.15
H 0.86 -0.09 5.93
H 3.23 1.92 3.13
H 5.83 1.87 2.37
H 6.32 0.66 0.46
H 4.59 -0.16 -1.19
H -3.67 -2.02 5.89
H -6.83 -2.07 2.53
H -8.60 -2.12 0.96
H -8.39 -1.71 -1.48
H -6.06 -1.31 -2.36
H -4.05 -0.44 -4.78
H -3.14 -0.19 -7.02
H -0.82 -0.27 -7.40
H 0.80 0.46 -5.50
C 3.58 -6.92 -0.52
C 3.32 -5.61 -1.28
C 2.34 -5.53 -2.25
C 2.06 -4.29 -2.79
C 2.63 -3.16 -2.28
C 3.73 -3.21 -1.37
C 4.08 -4.47 -0.94
S 1.98 -1.53 -2.73
O 1.33 -1.19 -1.16
O 3.22 -0.75 -2.95
N 0.87 1.32 -2.32
C 1.48 2.30 -3.22
C 2.68 2.96 -2.88
C 3.10 4.00 -3.67
C 2.20 4.49 -4.61
C 1.05 3.76 -4.91
N 0.75 2.67 -4.28
H 4.55 -7.32 -0.74
H 2.89 -7.71 -0.84
H 3.44 -6.69 0.54
H 1.84 -6.44 -2.60
H 1.40 -4.20 -3.63
H 4.33 -2.34 -1.12
H 4.89 -4.60 -0.23
H 3.26 2.67 -2.01
H 4.03 4.56 -3.47
H 2.33 5.49 -5.01
H 0.40 4.19 -5.68
N -1.59 1.81 0.71
C -0.84 2.73 1.54
C 0.07 3.61 0.85
C 0.75 4.54 1.60
C 0.76 4.45 3.01
C -0.20 3.66 3.64
C -1.01 2.80 2.90
S 1.97 5.41 3.97
O 3.00 4.32 4.11
O 1.50 5.66 5.34
O 2.17 6.57 3.09
H -2.55 1.87 0.99
H -1.44 2.13 -0.23
H 0.13 3.64 -0.23
H 1.43 5.27 1.14
H -0.32 3.78 4.75
H -1.66 2.05 3.44


Record 3
89
Properties=species:S:1:pos:R:3 method="wB97M-V/def2-TZVPD" homo_lumo_gap_ev="5.47 / 5.36" homo_energy_ev="-9.29 / -10.14" fmax_ev_per_a=0.5 multiplicity=6 s_squared=9.021 total_charge=+1 total_energy_ha=-3408.26575 e_lumo_ha="-0.140 / -0.176"
Fe -1.22 0.01 0.92
C 1.79 5.70 5.01
C 2.22 5.36 3.73
C 1.61 4.32 3.05
C 0.57 3.60 3.64
C 0.15 3.95 4.92
C 0.76 5.00 5.60
C -0.08 2.49 2.89
C 0.08 1.17 3.32
C 0.73 0.79 4.53
C 0.52 -0.55 4.69
C -0.20 -1.00 3.55
N -0.46 0.07 2.71
C -0.51 -2.34 3.29
C -0.91 -2.77 2.03
C -1.02 -4.11 1.61
C -1.17 -4.09 0.24
C -1.20 -2.74 -0.14
C -1.21 -2.22 -1.54
C -1.64 -3.34 -2.51
C -2.93 -3.86 -2.34
C -3.40 -4.87 -3.16
C -2.59 -5.40 -4.16
C -1.31 -4.91 -4.32
C -0.83 -3.89 -3.49
C -2.20 -1.09 -1.64
N -2.27 -0.10 -0.73
C -3.13 0.86 -1.25
C -3.27 2.14 -0.77
C -4.24 3.05 -1.44
C -3.82 3.97 -2.40
C -4.73 4.82 -3.00
C -6.07 4.76 -2.66
C -6.50 3.85 -1.71
C -5.59 2.99 -1.10
C -2.48 2.65 0.26
C -2.45 4.01 0.67
C -1.48 4.12 1.62
C -0.96 2.82 1.85
N -1.56 1.92 1.00
C -3.64 0.39 -2.48
C -3.04 -0.81 -2.74
N -1.09 -1.93 0.93
C -0.29 -3.34 4.37
C -1.03 -3.25 5.55
C -0.83 -4.17 6.57
C 0.11 -5.18 6.43
C 0.86 -5.27 5.26
C 0.66 -4.35 4.23
H 2.27 6.52 5.54
H 3.03 5.91 3.26
H 1.93 4.06 2.05
H -0.67 3.40 5.38
H 0.42 5.26 6.60
H 1.27 1.46 5.18
H 0.86 -1.18 5.49
H -0.96 -4.97 2.25
H -1.23 -4.94 -0.43
H -3.57 -3.46 -1.57
H -4.41 -5.25 -3.01
H -2.96 -6.19 -4.80
H -0.66 -5.32 -5.08
H 0.18 -3.55 -3.65
H -2.76 4.01 -2.66
H -4.39 5.53 -3.75
H -6.78 5.43 -3.13
H -7.55 3.80 -1.43
H -5.93 2.27 -0.36
H -3.08 4.79 0.27
H -1.18 5.01 2.16
H -4.33 0.93 -3.11
H -3.15 -1.44 -3.61
H -1.77 -2.47 5.65
H -1.42 -4.09 7.48
H 0.27 -5.89 7.22
H 1.60 -6.05 5.15
H 1.26 -4.41 3.33
C 0.29 -0.11 -1.83
C 0.30 -1.61 -1.86
C 1.35 -2.17 -0.95
C 1.91 -1.44 0.05
C 1.58 -0.07 0.22
C 0.83 0.59 -0.78
H -0.21 0.42 -2.63
H 0.51 -1.93 -2.87
H 1.63 -3.21 -1.08
H 2.62 -1.91 0.72
H 2.04 0.51 1.02
H 0.74 1.67 -0.75


Record 4
97
Properties=species:S:1:pos:R:3 method="wB97M-V/def2-TZVPD" homo_lumo_gap_ev=8.09 homo_energy_ev=-7.85 fmax_ev_per_a=0.8 total_energy_ha=-8166.61151 e_lumo_ha=0.009
Al -0.35 1.16 0.30
C 0.65 3.79 -2.13
Si 0.43 1.92 -1.90
C -0.56 1.36 -3.43
C -0.41 2.02 -4.66
C -1.15 1.67 -5.78
C -2.09 0.64 -5.69
C -2.26 -0.02 -4.50
C -1.51 0.33 -3.37
P -1.65 -0.63 -1.83
C -1.32 -2.31 -2.51
C -2.29 -3.23 -2.90
C -1.93 -4.43 -3.48
C -0.59 -4.73 -3.69
C 0.39 -3.82 -3.32
C 0.02 -2.62 -2.74
C -3.43 -0.67 -1.43
C -4.28 0.38 -1.79
C -5.58 0.41 -1.32
C -6.05 -0.59 -0.47
C -5.21 -1.63 -0.11
C -3.91 -1.67 -0.58
C 2.21 1.25 -2.12
C 2.94 1.52 -3.28
C 4.30 1.30 -3.35
C 4.99 0.83 -2.24
C 4.29 0.52 -1.09
C 2.91 0.69 -1.03
P 1.99 0.08 0.44
C 2.97 0.70 1.84
C 3.20 -0.09 2.96
C 3.85 0.44 4.06
C 4.25 1.76 4.06
C 4.02 2.56 2.95
C 3.38 2.03 1.84
C 2.26 -1.73 0.45
C 3.50 -2.36 0.34
C 3.59 -3.74 0.36
C 2.44 -4.51 0.50
C 1.20 -3.89 0.62
C 1.12 -2.51 0.58
H 1.35 4.01 -2.95
H 1.05 4.24 -1.22
H -0.30 4.27 -2.35
H 0.29 2.84 -4.74
H -1.01 2.19 -6.71
H -2.67 0.36 -6.56
H -2.98 -0.83 -4.43
H -3.34 -3.00 -2.75
H -2.70 -5.13 -3.79
H -0.31 -5.68 -4.14
H 1.44 -4.04 -3.48
H 0.79 -1.89 -2.47
H -3.92 1.17 -2.43
H -6.23 1.23 -1.59
H -7.06 -0.55 -0.10
H -5.56 -2.41 0.56
H -3.25 -2.47 -0.26
H 2.43 1.93 -4.14
H 4.84 1.52 -4.27
H 6.07 0.70 -2.27
H 4.84 0.18 -0.21
H 2.87 -1.13 2.97
H 4.02 -0.19 4.93
H 4.76 2.17 4.93
H 4.33 3.60 2.95
H 3.18 2.66 0.98
H 4.41 -1.78 0.25
H 4.55 -4.22 0.27
H 2.51 -5.59 0.51
H 0.30 -4.48 0.73
H 0.16 -2.02 0.65
Cl -2.41 2.66 0.03
C -2.90 1.43 1.18
C -1.99 0.38 1.36
C -2.43 -0.57 2.27
Cl -1.43 -1.95 2.63
C -3.67 -0.51 2.91
Cl -4.18 -1.77 3.96
C -4.53 0.56 2.68
Cl -6.06 0.64 3.44
C -4.13 1.56 1.80
Cl -5.14 2.92 1.50
Br 1.21 0.03 8.01
C 0.87 0.91 6.37
C 0.88 2.30 6.33
C 0.62 2.94 5.13
C 0.39 2.20 3.98
C 0.39 0.81 4.04
C 0.62 0.16 5.24
C 0.13 2.93 2.69
O -0.10 4.12 2.68
O 0.20 2.20 1.61
H 1.08 2.87 7.23
H 0.59 4.02 5.07
H 0.22 0.24 3.14
H 0.59 -0.92 5.29